Formula: C59H46AgFGeNO3P3
Source: the Open Molecules 2025 dataset
Level of theory: wB97M-V/def2-TZVPD

The geometry in XYZ format:
```
115
Properties=species:S:1:pos:R:3:lowdin_charge:R:1
Ag -0.395 -0.068 0.122 0.5593
F 3.533 -3.220 -1.307 -0.4339
Ge 4.014 -1.535 -0.757 1.0757
C 3.655 -1.797 1.185 -0.3890
C 4.424 -2.903 1.615 -0.1467
C 4.769 -3.065 2.947 -0.0809
C 4.360 -2.127 3.895 -0.0753
C 3.589 -1.054 3.495 -0.1103
C 3.194 -0.879 2.159 -0.3752
P 2.090 0.547 1.692 1.0880
C 0.945 0.719 3.139 -0.3948
C 0.620 -0.349 3.951 -0.1051
C -0.375 -0.235 4.935 -0.0712
C -1.061 0.957 5.072 -0.0994
C -0.775 2.006 4.224 -0.0881
C 0.210 1.896 3.250 -0.1271
C 3.268 1.942 1.829 -0.3634
C 4.184 2.102 0.776 -0.1266
C 5.132 3.111 0.814 -0.0889
C 5.154 4.002 1.888 -0.0970
C 4.262 3.856 2.939 -0.0748
C 3.316 2.829 2.902 -0.0813
C 1.914 0.240 -2.995 -0.2705
C 2.916 -0.028 -3.897 -0.0488
C 3.153 0.838 -4.935 -0.0651
C 2.369 1.968 -5.100 -0.0638
C 1.347 2.213 -4.193 -0.0551
C 1.090 1.365 -3.106 -0.2625
P -0.247 1.680 -1.875 1.1108
C -1.531 1.823 -3.146 -0.3673
C -1.896 0.609 -3.743 -0.0968
C -2.734 0.592 -4.859 -0.0712
C -3.192 1.792 -5.393 -0.0912
C -2.814 2.995 -4.828 -0.0745
C -1.952 2.997 -3.736 -0.0955
C 0.186 3.366 -1.267 -0.3479
C 1.505 3.596 -0.942 -0.1119
C 1.913 4.767 -0.325 -0.0805
C 0.996 5.774 -0.095 -0.0885
C -0.326 5.573 -0.449 -0.0713
C -0.749 4.365 -1.015 -0.0983
C 0.340 -2.272 -2.085 -0.2596
C 0.835 -2.695 -3.339 -0.0096
C 0.257 -3.779 -3.991 -0.0600
C -0.822 -4.443 -3.431 -0.0632
C -1.294 -4.061 -2.178 -0.0625
C -0.722 -2.996 -1.500 -0.3008
P -1.290 -2.368 0.138 1.0683
C -1.040 -3.760 1.253 -0.3363
C 0.205 -3.859 1.908 -0.0778
C 0.507 -4.946 2.699 -0.0784
C -0.422 -5.980 2.849 -0.0760
C -1.653 -5.915 2.186 -0.0672
C -1.955 -4.794 1.401 -0.0946
C -3.080 -2.257 -0.103 -0.3570
C -3.513 -1.679 -1.296 -0.0957
C -4.838 -1.389 -1.523 -0.0762
C -5.766 -1.691 -0.555 -0.0818
C -5.351 -2.232 0.670 -0.0734
C -4.016 -2.512 0.903 -0.1109
H 4.744 -3.619 0.890 0.0771
H 5.366 -3.902 3.239 0.0951
H 4.651 -2.251 4.935 0.1062
H 3.275 -0.335 4.243 0.1065
H 1.093 -1.302 3.837 0.0858
H -0.685 -1.092 5.536 0.1135
H -1.802 1.047 5.845 0.1017
H -1.293 2.956 4.318 0.1073
H 0.404 2.756 2.616 0.1083
H 4.160 1.422 -0.063 0.0634
H 5.830 3.246 -0.007 0.1068
H 5.860 4.826 1.915 0.1022
H 4.246 4.534 3.774 0.0997
H 2.631 2.695 3.723 0.0932
H 3.589 -0.859 -3.765 0.0994
H 4.002 0.669 -5.584 0.1112
H 2.563 2.696 -5.876 0.1064
H 0.778 3.142 -4.281 0.1171
H -1.522 -0.339 -3.371 0.0826
H -3.059 -0.322 -5.347 0.1053
H -3.878 1.766 -6.229 0.1003
H -3.173 3.943 -5.222 0.1070
H -1.646 3.983 -3.333 0.1077
H 2.262 2.813 -1.131 0.1025
H 2.956 4.875 -0.008 0.1011
H 1.310 6.722 0.350 0.1076
H -1.080 6.322 -0.257 0.1022
H -1.804 4.195 -1.180 0.0796
H 1.660 -2.176 -3.802 0.0955
H 0.632 -4.066 -4.989 0.1174
H -1.281 -5.276 -3.939 0.1036
H -2.142 -4.567 -1.734 0.1115
H 0.917 -3.053 1.750 0.0890
H 1.452 -4.960 3.235 0.1043
H -0.130 -6.854 3.429 0.1025
H -2.369 -6.711 2.291 0.0970
H -2.939 -4.782 0.947 0.0957
H -2.773 -1.413 -2.030 0.0744
H -5.149 -0.936 -2.444 0.1026
H -6.802 -1.459 -0.698 0.0968
H -6.096 -2.431 1.443 0.1091
H -3.677 -2.841 1.883 0.1062
O 1.952 -0.491 -1.796 -0.2627
C 1.194 -1.442 -1.232 -0.1637
O -2.369 -0.776 2.764 -0.0075
C -2.832 0.192 2.169 -0.5478
C -4.156 0.842 2.563 -0.0837
C -4.363 1.876 1.470 -0.0938
C -3.096 1.807 0.648 -0.4972
O -2.920 2.523 -0.329 -0.0017
N -2.255 0.816 1.108 0.0704
H -4.053 1.294 3.565 0.1184
H -4.912 0.079 2.653 0.1002
H -4.510 2.918 1.815 0.1247
H -5.202 1.665 0.821 0.1106
```

Output
LUMO (spin up / spin down): -0.63 / -0.63 eV
maximum force: 1.4 eV/Å
frontier orbital gap (spin up / spin down): 0.2424 / 0.2424 Eh